Record 1
117
Properties=species:S:1:pos:R:3:forces:R:3 method="wB97M-V/def2-TZVPD" multiplicity=1 total_charge=0
Mg 0.0832 0.0253 0.4585 -0.006 0.002 -0.113
Cl 6.6156 6.8442 0.2067 -0.003 0.000 0.000
C 5.4144 5.5879 0.1748 0.002 0.001 -0.002
C 4.6342 5.3625 1.2963 -0.001 -0.002 0.004
C 3.6802 4.3567 1.2629 0.000 -0.001 0.010
C 3.5006 3.5744 0.1258 -0.002 -0.001 -0.020
C 4.2944 3.8266 -0.9896 -0.004 0.000 0.004
C 5.2519 4.8294 -0.9726 0.004 0.000 0.002
C 2.4695 2.4954 0.1111 0.007 0.018 -0.008
C 2.9194 1.1707 0.0773 -0.002 -0.018 -0.046
C 4.3084 0.7794 -0.0138 -0.006 -0.002 0.016
C 4.3318 -0.5707 -0.0788 -0.001 -0.003 0.013
C 2.9595 -1.0195 0.0007 -0.017 0.002 0.002
C 2.5576 -2.3605 -0.0439 0.012 -0.015 -0.039
C 3.6258 -3.3936 -0.1902 -0.008 0.009 -0.003
C 4.5537 -3.6242 0.8221 -0.001 0.000 0.002
C 5.5465 -4.5817 0.6777 0.000 0.006 0.004
C 5.6120 -5.3152 -0.4946 0.007 -0.006 0.000
Cl 6.8542 -6.5164 -0.6844 0.001 -0.003 0.001
C 4.7050 -5.1046 -1.5194 -0.006 0.007 -0.003
C 3.7183 -4.1441 -1.3601 0.009 -0.009 -0.001
C 1.2292 -2.8097 -0.0013 -0.007 -0.005 -0.060
N 0.1250 -2.0169 0.0762 -0.004 0.009 0.064
C -0.9597 -2.8444 0.0758 0.001 -0.005 0.013
C -2.2976 -2.4407 0.1097 -0.002 -0.001 0.004
C -3.3354 -3.5170 0.1253 -0.008 -0.003 -0.020
C -3.8250 -4.0469 -1.0643 -0.008 0.007 -0.001
C -4.7889 -5.0439 -1.0572 0.005 -0.005 0.002
C -5.2644 -5.5128 0.1562 -0.002 -0.001 -0.003
Cl -6.4751 -6.7607 0.1754 0.004 0.000 0.000
C -4.7918 -5.0041 1.3539 0.004 -0.004 0.001
C -3.8277 -4.0067 1.3303 0.012 0.003 0.011
C -2.7500 -1.1163 0.0689 -0.003 -0.011 0.015
C -4.1350 -0.7285 -0.0637 -0.006 0.009 -0.006
C -4.1529 0.6210 -0.1777 -0.012 -0.005 0.009
C -2.7816 1.0653 -0.0915 0.010 -0.017 -0.028
N -1.9590 -0.0080 0.0737 0.024 0.013 -0.024
C -2.3742 2.4020 -0.1604 -0.018 0.029 0.010
C -1.0558 2.8542 -0.0614 0.011 0.013 0.008
C -0.6594 4.2399 -0.1605 0.007 0.004 0.022
C 0.6897 4.2696 -0.0622 -0.002 -0.002 -0.019
C 1.1279 2.8994 0.0830 0.002 -0.005 -0.006
N 0.0491 2.0703 0.0980 -0.019 -0.019 0.042
C -3.4336 3.4302 -0.4044 0.016 -0.030 -0.001
C -3.8436 3.7070 -1.7052 -0.019 -0.010 -0.005
C -4.8212 4.6569 -1.9594 0.000 -0.003 0.003
C -5.3922 5.3360 -0.8961 -0.003 0.002 -0.009
Cl -6.6189 6.5295 -1.2029 0.000 0.000 0.000
C -5.0012 5.0808 0.4071 0.006 -0.004 0.012
C -4.0219 4.1272 0.6454 0.010 0.028 -0.001
C -0.5232 -4.2200 0.0151 0.004 0.008 -0.030
C 0.8286 -4.1992 -0.0375 0.006 0.013 0.047
N 2.1303 0.0585 0.0976 0.005 0.022 0.069
H 4.7754 5.9664 2.1822 -0.001 -0.002 -0.003
H 3.0630 4.1718 2.1342 0.008 0.003 -0.013
H 4.1563 3.2318 -1.8842 0.001 0.001 0.002
H 5.8655 5.0260 -1.8409 -0.001 0.001 0.002
H 5.1502 1.4515 -0.0365 -0.002 -0.003 0.000
H 5.1953 -1.2067 -0.1817 -0.005 0.004 -0.002
H 4.4980 -3.0477 1.7369 0.002 -0.007 -0.003
H 6.2633 -4.7610 1.4672 -0.002 0.001 -0.002
H 4.7758 -5.6820 -2.4309 0.001 0.003 0.004
H 3.0087 -3.9679 -2.1591 0.001 0.001 0.001
H -3.4458 -3.6720 -2.0072 -0.004 -0.002 0.003
H -5.1701 -5.4552 -1.9817 0.001 0.001 0.003
H -5.1746 -5.3856 2.2906 0.003 0.004 -0.002
H -3.4493 -3.6052 2.2629 -0.002 -0.008 -0.008
H -4.9744 -1.4047 -0.0920 0.009 0.001 0.003
H -5.0106 1.2606 -0.3117 0.010 0.000 0.002
H -1.3292 5.0726 -0.3040 0.002 -0.005 0.000
H 1.3347 5.1315 -0.1163 0.000 -0.004 0.001
H -3.3892 3.1703 -2.5290 -0.002 0.003 0.002
H -5.1385 4.8718 -2.9705 0.002 -0.001 0.004
H -5.4584 5.6230 1.2234 0.001 -0.003 -0.003
H -3.7099 3.9244 1.6618 0.004 -0.011 0.005
H -1.1703 -5.0824 0.0123 -0.003 0.007 -0.007
H 1.4971 -5.0427 -0.0890 -0.006 -0.001 0.005
C 3.1701 1.3678 3.6575 0.011 0.010 0.015
Si 1.4379 1.6450 4.3075 -0.003 -0.022 0.013
C 0.7673 3.3085 3.7670 -0.014 0.011 -0.012
C 1.5207 1.6266 6.1794 0.001 0.042 0.008
As 0.0252 0.0116 3.3528 0.004 0.004 -0.011
Si 0.6976 -2.0579 4.2690 -0.028 0.002 0.010
C 2.4264 -2.3863 3.6431 -0.008 -0.017 -0.032
C 0.6848 -2.1367 6.1410 0.033 -0.024 0.002
C -0.4437 -3.3802 3.6008 0.008 -0.019 0.019
Si -2.0961 0.4523 4.2897 0.042 0.008 0.021
C -2.8206 1.9225 3.3980 -0.022 0.000 -0.011
C -2.0551 0.8310 6.1245 -0.044 0.004 0.020
C -3.1947 -1.0261 3.9653 -0.011 -0.006 -0.017
H 3.7772 2.2617 3.8300 -0.005 -0.005 -0.007
H 3.1865 1.1470 2.5901 0.000 -0.003 0.004
H 3.6529 0.5422 4.1839 -0.004 -0.004 -0.006
H 1.4808 4.0971 4.0252 -0.007 -0.003 0.000
H -0.1657 3.5354 4.2885 -0.002 0.000 -0.010
H 0.5764 3.3557 2.6919 0.005 -0.017 0.029
H 2.1878 2.4343 6.4972 -0.005 -0.009 0.006
H 1.9271 0.6938 6.5698 0.009 -0.025 -0.020
H 0.5504 1.7947 6.6453 0.007 -0.010 0.000
H 3.1472 -1.6328 3.9622 -0.008 0.011 0.022
H 2.4218 -2.4098 2.5514 0.002 0.010 0.028
H 2.7658 -3.3615 4.0047 0.007 0.004 -0.014
H 1.4530 -1.5028 6.5842 -0.010 0.028 0.008
H 0.8978 -3.1681 6.4389 -0.006 0.011 0.008
H -0.2781 -1.8610 6.5721 -0.019 0.005 -0.020
H -0.6487 -3.2348 2.5394 0.007 0.006 0.022
H -1.3934 -3.4102 4.1361 -0.015 0.013 0.000
H 0.0335 -4.3577 3.7175 -0.004 0.005 -0.002
H -2.1539 2.7862 3.3828 0.014 -0.011 0.006
H -3.7563 2.2161 3.8838 0.005 0.006 -0.007
H -3.0443 1.6490 2.3664 -0.009 0.017 -0.008
H -1.6424 1.8236 6.3131 0.005 -0.003 -0.010
H -1.4829 0.1079 6.7054 0.014 -0.007 -0.006
H -3.0829 0.8293 6.5004 0.012 -0.001 0.007
H -3.1257 -1.3316 2.9181 0.004 0.003 0.010
H -4.2345 -0.7528 4.1671 0.005 -0.003 -0.004
H -2.9444 -1.8793 4.5969 0.011 -0.005 0.006


Record 2
100
Properties=species:S:1:pos:R:3:forces:R:3 method="wB97M-V/def2-TZVPD" multiplicity=1 e_above_lowest_kcal_mol=0.0 total_charge=0
K 1.7229 -0.2942 4.0475 -1.013 0.594 0.486
K 3.9064 -2.4145 2.5671 -0.180 -0.277 -0.635
N 1.8722 -0.7690 1.4658 -1.653 -2.008 -1.547
S 0.9271 -1.9244 0.7464 -1.390 -5.698 1.987
O 1.7641 -2.8753 0.0637 -0.081 0.904 -0.108
O -0.4322 -1.7190 0.3361 1.847 1.006 -0.126
F 0.7052 -2.6679 2.1416 0.273 -0.253 0.653
S 1.6251 0.2181 0.2871 1.594 7.919 -0.352
O 0.4548 1.0394 0.4406 0.223 -1.334 -0.647
O 2.1794 -0.0801 -0.9942 -0.698 -0.803 0.300
F 2.7152 1.2629 0.8858 0.449 0.049 -0.241
N -2.2462 -1.2446 6.2189 2.077 -2.475 -2.590
S -1.8875 -2.0145 4.7867 -0.397 -1.591 2.120
O -0.9536 -1.3391 3.9351 0.172 0.223 -0.034
O -2.9697 -2.7794 4.2276 0.921 1.079 0.059
F -0.9908 -3.1102 5.5068 0.290 -0.090 -0.187
S -3.2305 -0.1671 5.7963 -4.181 4.642 1.710
O -4.6289 -0.4987 5.9814 1.560 0.079 -0.605
O -2.8711 0.6931 4.6907 -0.061 -1.027 0.022
F -2.9613 0.8452 7.0485 0.010 -0.645 -0.408
C -0.2486 -4.7989 -2.7185 0.034 -0.792 -1.010
O -0.7275 -5.0993 -1.4411 0.474 0.059 0.217
C -0.0514 -6.1761 -0.8479 -0.316 -1.152 0.471
C -0.7431 -6.4533 0.5108 1.870 0.443 -1.578
O -0.3499 -5.4310 1.3929 -0.787 0.191 0.454
C -1.2897 -5.2298 2.4368 -0.591 0.732 -0.400
H -0.3743 -5.6342 -3.4325 -0.519 -0.118 0.253
H 0.8394 -4.6751 -2.7978 -0.052 0.751 0.565
H -0.8406 -3.9716 -3.0992 0.364 0.270 0.036
H 1.0365 -6.0585 -0.8015 0.006 0.520 0.257
H -0.1978 -7.0879 -1.4478 -0.089 -0.014 -0.150
H -0.3819 -7.3818 0.9610 -0.461 -0.415 -0.386
H -1.7645 -6.4839 0.1192 -0.512 0.144 1.226
H -2.2414 -4.8893 2.0150 -0.081 -0.120 -0.064
H -0.9615 -4.3923 3.0461 0.301 -0.213 0.149
H -1.5100 -6.1078 3.0486 0.367 -0.178 0.002
C -3.9660 -2.2505 -2.8270 1.000 0.063 -0.852
O -4.5834 -1.9863 -1.6014 0.144 -0.298 0.205
C -3.6832 -2.1636 -0.5361 1.058 0.967 0.966
C -4.0583 -1.3050 0.6746 0.207 -0.997 0.083
O -4.0331 0.0523 0.3043 -0.984 -0.021 -0.184
C -4.2064 0.9117 1.3992 0.946 1.025 0.469
H -3.2902 -1.4493 -3.1592 -0.361 0.392 0.164
H -4.7021 -2.4124 -3.6118 -0.199 0.018 0.180
H -3.2661 -3.0995 -2.8238 -0.479 -0.410 0.372
H -2.6612 -1.8293 -0.7536 -0.103 0.133 -0.722
H -3.5348 -3.2108 -0.2547 -0.472 -0.184 0.068
H -3.3340 -1.4413 1.4896 0.279 -0.296 -0.205
H -4.9814 -1.7178 1.1034 -0.518 0.801 -0.167
H -5.1414 0.8615 1.9625 -0.088 -0.664 -0.135
H -4.1350 1.9589 1.0910 -0.118 -0.163 -0.613
H -3.3486 0.8216 2.0757 -0.235 -0.374 0.353
C 4.1035 3.7543 -5.8617 0.577 0.546 0.368
O 4.2309 3.8694 -4.4459 0.264 -1.306 -1.123
C 3.5866 2.7500 -3.7670 -0.157 2.257 0.471
C 4.5023 2.3734 -2.6117 -0.419 -0.606 0.041
O 4.9913 3.4695 -1.8689 -0.137 -0.388 0.062
C 3.9996 4.1121 -1.1092 -0.014 0.873 0.705
H 4.2329 4.7552 -6.2761 -0.238 0.021 0.009
H 3.1354 3.3445 -6.1506 -0.059 0.029 -0.083
H 4.9206 3.1623 -6.2865 -0.139 -0.325 0.045
H 3.3334 1.8777 -4.3714 0.303 0.099 -0.257
H 2.6670 3.2997 -3.5281 -0.337 -1.158 0.821
H 5.3272 1.8022 -3.0429 0.424 0.511 0.052
H 4.0449 1.6567 -1.9170 -0.462 0.084 -0.149
H 3.2806 3.4876 -0.5664 0.095 -0.597 -0.452
H 3.4328 4.8594 -1.6702 -0.023 -0.137 -0.303
H 4.5007 4.6632 -0.3092 0.253 0.067 -0.156
C 4.5121 1.9871 2.9229 -1.097 0.303 0.969
O 3.5432 1.7490 3.9663 0.724 -0.925 -0.232
C 3.1412 2.9010 4.7101 0.412 -0.283 -1.170
C 1.7972 3.3476 4.1431 0.847 0.210 0.331
O 0.9246 2.2813 4.4118 0.400 -0.012 -0.693
C -0.3755 2.4888 3.8717 -0.983 0.648 1.941
H 4.5919 1.0180 2.4442 0.387 0.186 -0.419
H 5.4525 2.3506 3.3384 0.132 -0.199 0.048
H 4.1034 2.7441 2.2556 0.186 -0.165 -0.380
H 3.9526 3.6226 4.5762 -0.360 0.400 0.364
H 3.1040 2.5399 5.7382 -0.349 0.516 0.118
H 1.8445 3.5320 3.0619 0.294 -0.249 -0.060
H 1.5278 4.3296 4.5544 -0.479 -0.278 0.456
H -0.8375 3.1626 4.6088 -0.393 0.092 -0.406
H -0.9297 1.5607 3.9972 0.020 -0.037 -0.621
H -0.4425 2.9824 2.9021 0.443 -0.496 -0.253
C -0.3612 3.6476 -2.1407 -0.264 0.610 0.141
O -0.0635 2.7362 -3.1716 0.192 0.209 0.438
C -0.7559 1.5098 -3.0278 -0.264 0.110 0.117
C -2.1962 1.5644 -3.6053 0.770 -0.856 -0.002
O -2.3347 0.5368 -4.5937 -0.166 0.433 0.043
C -2.2092 1.0215 -5.8939 -0.428 0.111 -1.563
H -1.4334 3.6893 -1.9252 -0.094 -0.027 -0.098
H -0.0537 4.6463 -2.4521 0.027 -0.046 -0.199
H 0.1350 3.4600 -1.1828 0.184 -0.489 -0.104
H -0.8089 1.1875 -1.9816 0.153 0.217 0.067
H -0.1344 0.7735 -3.5381 -0.359 -0.097 -0.260
H -2.4104 2.5377 -4.0504 0.104 0.108 0.082
H -2.9243 1.3564 -2.8203 -0.055 -0.050 -0.075
H -2.5649 0.2735 -6.6079 -0.018 -0.278 0.330
H -1.2179 1.2973 -6.2774 0.368 -0.100 0.741
H -2.8352 1.8978 -6.1070 -0.111 0.070 0.417


Record 3
13
Properties=species:S:1:pos:R:3:forces:R:3 method="wB97M-V/def2-TZVPD" multiplicity=1 smiles=CSCS.O e_above_lowest_kcal_mol=15.5 total_charge=0
S -2.1489 0.4108 0.2443 0.334 0.238 -0.134
S 0.6112 0.0081 1.4088 0.642 -0.471 0.796
C 0.7516 1.6319 2.1775 -0.194 0.666 -0.236
C -0.3450 0.3756 -0.0458 0.538 0.340 -0.285
H -2.0567 1.3467 1.2129 -0.140 -0.206 -0.212
H 1.3269 1.5846 3.1173 -0.279 -0.243 -0.485
H -0.2466 2.0470 2.3965 0.398 -0.135 0.036
H 1.2705 2.3120 1.4812 -0.162 -0.174 0.350
H 0.0474 1.3344 -0.4361 -0.492 -0.465 -0.059
H -0.0500 -0.4221 -0.7543 -0.647 0.449 0.217
O 0.3413 -3.3315 -3.9360 -0.191 -0.625 1.051
H -0.4471 -3.8714 -3.7011 0.867 0.569 -0.219
H 0.9454 -3.4261 -3.1650 -0.674 0.059 -0.819


Record 4
38
Properties=species:S:1:pos:R:3:forces:R:3 method="wB97M-V/def2-TZVPD" multiplicity=1 e_above_lowest_kcal_mol=52.6 total_charge=+1
C -1.4784 0.8694 4.2947 -2.129 -2.184 -0.742
C -0.6507 0.2862 3.1336 2.366 -1.599 0.761
C -1.0266 0.9855 1.8606 -0.868 1.011 -1.003
C -0.6107 0.3736 0.5117 -0.156 1.665 0.680
C -1.0219 0.9238 -0.6304 1.019 -1.016 1.420
N -0.4263 0.4294 -1.8629 -2.441 -0.800 -1.349
N -0.7072 -1.2411 3.0514 1.559 1.784 0.769
H -1.6311 0.1678 5.1723 0.211 0.386 -1.238
H -1.0529 1.7084 4.7627 0.345 1.555 0.044
H -2.5109 1.0352 3.7884 1.483 0.191 1.523
H 0.5044 0.4495 3.2769 -2.095 -0.071 -0.008
H -2.1457 1.0706 1.7593 0.901 0.093 0.475
H -0.6212 2.0417 2.0374 -0.610 -1.238 -0.813
H 0.1040 -0.4360 0.5170 -0.117 0.149 -0.234
H -1.6102 1.8206 -0.7128 -0.266 -0.024 -0.091
H -0.3575 1.2846 -2.4617 1.067 -1.234 -0.166
H 0.4238 -0.0955 -1.6381 0.651 0.679 -0.354
H -1.0531 -0.3047 -2.3567 1.034 1.465 1.079
H -1.5478 -1.6223 2.7278 -1.870 -0.227 -0.594
H -0.6249 -1.5395 4.0198 0.145 -0.273 -0.211
H 2.1640 2.8197 -1.5026 -1.164 -0.732 -0.710
H 1.0208 3.2009 -2.4015 -1.524 3.213 -1.817
O 1.3879 2.4712 -2.0189 2.713 -2.317 2.436
H 2.8778 -0.7913 -1.3818 1.210 -1.198 -2.669
H 2.2011 -1.0238 -0.1259 0.094 0.435 0.300
O 2.5478 -0.3000 -0.6811 -1.614 0.641 2.312
H -0.4836 -2.5813 -0.3162 -1.503 0.604 -1.667
H -1.4106 -2.8516 -1.5830 -0.583 -2.401 -1.692
O -1.1777 -2.2097 -0.9767 2.217 1.659 3.219
H 0.4399 -1.9247 1.6057 -2.855 2.269 3.032
H 1.3928 -2.9629 1.5922 0.393 -0.309 -0.460
O 0.9828 -2.3214 0.9986 2.520 -2.210 -2.416
H -0.2430 1.9572 -5.1190 1.484 -0.625 -2.255
H -1.5395 2.0898 -4.4582 0.597 0.349 0.315
O -0.5786 2.1974 -4.2965 -2.224 0.306 2.054
H 3.3755 -1.5705 -3.8690 -0.061 0.266 -0.054
H 2.5415 -2.6881 -3.3186 -0.204 0.400 0.032
O 2.5460 -1.7185 -3.3984 0.276 -0.662 0.091


The records above give, respectively, HOMO energy values of -6.9627 -8.7110 -8.5971 -12.7395 eV.